Record 1
Density functional theory data (wB97M-V/def2-TZVPD) for a cluster of 5 separate species, C20H40BN4O3 in total in a non-equilibrium geometry.

Computed properties:
* HOMO level: -0.1622 Ha
* total energy: -34166.72236 eV
* strongest force on any atom: 1.4 eV Å⁻¹

```
! wB97M-V def2-TZVPD RIJCOSX def2/J DEFGRID3
* xyz -1 1
O -0.48687 -0.59425 1.05532
O 1.36411 1.59932 -0.12800
O 3.41434 0.63255 0.20243
N 6.79008 -1.31515 -5.03883
N 2.14448 -2.69983 3.95502
N -0.72558 -0.52401 -2.09489
N -3.26619 3.11983 0.74852
C -4.35814 -1.27929 -1.89616
C -5.42994 4.47128 1.29261
C 2.68381 1.75973 0.43027
C 3.15838 -0.65879 -4.41897
C 6.16539 -0.66426 -4.33837
C -6.49274 3.57522 1.93734
C -3.96468 -0.13172 -0.97161
C -4.21236 3.71204 0.98657
C -2.91264 0.79697 -1.58088
C 1.84541 -5.36007 1.35057
C -1.68222 0.05701 -1.86971
C -6.92491 2.42244 1.03912
C 3.99676 -0.46226 -3.16029
C 0.17820 0.48673 1.70478
C 0.32488 1.68605 0.79899
C 5.36194 0.17251 -3.43652
C 4.14337 0.19019 1.37783
C 0.50640 -5.03976 2.00591
C 0.32684 -3.54436 2.28745
C 1.35978 -3.06830 3.21259
B 5.31224 1.23618 1.88592
H 3.45737 0.17392 -2.45793
H -0.59399 1.74505 0.22871
H 1.96061 -4.81785 0.41067
H 5.93950 1.65371 0.92571
H 2.67950 -5.09289 2.00011
H 2.18570 -1.07961 -4.16328
H -5.16311 5.28765 1.96321
H 4.76059 2.15679 2.49088
H 0.41690 -5.60223 2.93849
H 3.12631 2.59286 -0.10283
H -4.85131 0.45883 -0.73274
H -2.67807 1.60370 -0.88707
H -7.36184 4.18882 2.18164
H -7.32267 2.79013 0.09088
H 6.02966 0.66950 2.70084
H -6.09112 1.75397 0.82375
H -0.64603 -3.35440 2.73943
H 5.24173 1.15398 -3.89690
H -7.70149 1.83075 1.52368
H 5.91107 0.30428 -2.50395
H 0.37942 -2.96683 1.36521
H -3.27999 1.24126 -2.50777
H -0.30411 -5.37124 1.35267
H 0.37869 2.59473 1.39932
H 1.11912 0.15444 2.12420
H 2.60272 1.99757 1.48410
H 1.92260 -6.42761 1.13748
H -0.26894 -0.52319 0.11757
H -6.10872 3.17602 2.87757
H 3.46642 -0.08131 2.19396
H 4.62856 -0.73366 1.07904
H -0.44761 0.77974 2.54084
H 3.63992 -1.34373 -5.12066
H -5.80525 4.90732 0.36613
H 2.99031 0.29160 -4.93134
H -3.50622 -1.92547 -2.11114
H -4.74928 -0.90426 -2.84468
H -5.12950 -1.89688 -1.43403
H -3.58507 -0.53651 -0.03161
H 4.13750 -1.42493 -2.66715
*
```

Record 2
Density functional theory data (wB97M-V/def2-TZVPD) for a cluster of 10 separate species, C20H40Br20 in total in a non-equilibrium geometry.

Computed properties:
* HOMO level: -0.3627 Ha
* ΔE to the lowest compared entry with this formula, charge and spin: 61.3 kcal/mol
* total energy: -1422238.29716 eV
* strongest force on any atom: 2.2 eV Å⁻¹

```
! wB97M-V def2-TZVPD RIJCOSX def2/J DEFGRID3
* xyz 0 1
Br 2.29997 -12.05576 -17.23636
Br 11.54861 -9.43305 -15.80333
Br 0.11877 -8.62036 -14.18098
Br 7.20358 -11.17506 -18.34086
Br 7.74885 -14.62879 -7.94571
Br 2.65550 -6.61260 -10.88027
Br 12.31869 -10.24798 -12.55073
Br 1.28561 -16.77969 -16.91748
Br 6.25462 -6.29176 -13.21100
Br 5.41047 -13.08233 -10.14342
Br 6.64994 -15.43280 -16.77338
Br 10.02803 -10.09108 -21.92244
Br 6.56539 -17.25294 -13.38736
Br 7.26745 -10.64374 -13.32362
Br 1.60035 -8.82313 -17.60497
Br 3.95258 -10.37480 -14.64281
Br 10.20960 -6.22470 -15.56591
Br 6.16115 -7.87834 -18.12436
Br 10.91550 -13.48710 -17.84552
Br 2.83465 -14.47287 -13.71595
C 5.26769 -11.78980 -15.16329
C 1.29676 -6.92115 -12.36376
C 10.92468 -11.15295 -13.59985
C 1.65243 -8.27682 -12.92596
C 3.30238 -7.83218 -17.25604
C 4.23427 -8.28574 -18.40268
C 0.90499 -14.77094 -16.91447
C 8.72788 -10.22832 -19.20258
C 8.07355 -6.78109 -13.77284
C 9.09942 -11.13494 -20.42498
C 9.31278 -14.73013 -17.82459
C 6.11313 -12.13701 -13.90055
C 2.23355 -14.03681 -17.38674
C 7.85532 -12.71549 -8.59393
C 8.31726 -6.10011 -15.14882
C 4.84028 -16.36165 -13.92476
C 8.43777 -14.49570 -16.62378
C 11.31484 -11.21457 -15.06745
C 4.28276 -15.49019 -12.81021
C 7.35625 -12.67312 -10.05242
H 1.75048 -9.13623 -12.26272
H 2.58085 -8.23649 -13.49562
H 8.69984 -6.38805 -12.97198
H 7.73219 -6.52208 -15.96597
H 7.33542 -11.72648 -10.59236
H 7.73084 -13.44858 -10.72058
H 8.90494 -14.92921 -15.73952
H 8.14948 -13.45262 -16.49352
H 0.63757 -14.45941 -15.90475
H 10.55752 -11.72584 -15.66172
H 9.50725 -9.90310 -18.51343
H 4.66063 -12.52763 -15.68788
H 3.57850 -8.17726 -16.25966
H 8.87852 -14.51390 -18.80069
H 6.76215 -12.99927 -14.05345
H 4.09627 -9.36475 -18.47187
H 1.59163 -6.18782 -13.11434
H 9.82187 -11.90104 -20.14346
H 5.00433 -14.84776 -12.30551
H 4.96096 -15.87511 -14.89265
H 8.14466 -7.86835 -13.74274
H 8.29803 -11.71930 -20.87709
H 2.48923 -14.20917 -18.43222
H 3.93081 -16.04136 -11.93818
H 3.06322 -14.44250 -16.80781
H 3.94140 -7.87079 -19.36712
H 0.04571 -14.52976 -17.54021
H 8.35502 -9.25499 -19.52149
H 8.07638 -5.04495 -15.01957
H 12.30371 -11.61559 -15.28976
H 10.86125 -12.16353 -13.19637
H 5.89797 -11.19503 -15.82441
H 10.00038 -10.66060 -13.29756
H 3.20776 -6.75672 -17.10595
H 0.28964 -6.89671 -11.94758
H 7.25547 -12.19091 -7.85023
H 8.85077 -12.27420 -8.54435
H 5.48043 -12.34987 -13.03888
H 9.72116 -15.74064 -17.83782
H 4.24168 -17.25083 -14.12260
*
```

Record 3
Density functional theory data (wB97M-V/def2-TZVPD) for a cluster of 8 separate species, C20H40Cl12O4S2 in total in a non-equilibrium geometry.

Computed properties:
* HOMO level: -0.3702 Ha
* ΔE to the lowest compared entry with this formula, charge and spin: 39.5 kcal/mol
* total energy: -201515.65944 eV
* strongest force on any atom: 2.8 eV Å⁻¹

```
! wB97M-V def2-TZVPD RIJCOSX def2/J DEFGRID3
* xyz 0 1
Cl 7.57029 -2.29779 5.03305
Cl 4.62602 -0.53875 -5.82645
Cl 0.08431 -1.29774 -1.81027
Cl -7.43578 2.52310 5.05503
Cl -5.76517 -0.21850 2.18072
Cl 7.48265 -3.70476 1.89683
Cl 4.63389 -1.19193 -2.71276
Cl 1.61515 -0.08323 1.05598
Cl -3.40432 4.53759 -5.35718
Cl -0.92319 -3.54870 6.02796
Cl -6.32682 4.47807 -4.12587
Cl 1.88278 -5.55085 5.18305
S 1.23925 -6.51852 -5.53489
S -2.02063 5.89548 2.50185
O 1.20511 -7.93381 -5.95153
O -2.29908 5.52643 1.09439
O 0.12739 -5.64096 -5.77992
O -1.95935 4.84891 3.55194
C 4.05872 0.42620 -3.26562
C 3.86334 -5.84336 -5.09896
C 3.31402 -6.63150 -3.84146
C -4.91192 4.35987 -3.06376
C -0.76940 7.25813 2.62391
C -0.69094 -4.72621 4.75956
C 3.56681 0.45162 -4.74552
C 0.70157 -4.59855 4.17863
C -7.33987 1.37950 3.72736
C -5.90577 0.87217 3.65915
C 6.16513 -3.03571 4.21407
C 2.82740 -5.66854 -6.26092
C 6.17627 -2.75570 2.66829
C -2.99933 8.42600 2.80400
C -1.48955 8.57702 2.74298
C -3.76140 3.73386 -3.77656
C 1.81692 -6.34153 -3.82152
C -3.38240 6.94786 3.08992
C -0.58689 -0.83789 -0.29020
C 0.11940 0.41326 0.21251
H -3.37510 8.68797 1.81491
H 3.92965 -6.28853 -3.00991
H 0.20325 1.26591 -0.46132
H 5.22007 -2.90500 2.16682
H -0.56701 -1.65861 0.42682
H -1.40400 -4.58010 3.94820
H -5.15468 3.75363 -2.19104
H -5.61710 0.24534 4.50286
H 3.41119 -7.70049 -4.03096
H 1.17919 -6.85598 -3.10268
H 3.14225 -6.00903 -7.24734
H 5.32918 -2.56480 4.73132
H 6.13175 -4.07521 4.54029
H -8.14408 0.66595 3.90678
H 1.64665 -5.26714 -3.75215
H -7.69210 1.86514 2.81732
H 4.61220 -6.59439 -5.35047
H -0.96829 9.23447 3.43879
H 3.68299 1.46301 -5.13500
H -3.51040 6.53781 4.09170
H 1.15894 -3.61479 4.07320
H -1.64716 -0.69622 -0.49961
H -0.14465 7.24445 1.73082
H -0.75494 -5.76499 5.08350
H -5.10189 1.60578 3.59863
H 4.30464 -4.90875 -4.75276
H -1.13345 9.17428 1.90358
H -4.70068 5.38246 -2.75107
H -4.04348 2.68220 -3.82692
H 2.61116 -4.60021 -6.26274
H 2.56053 0.05302 -4.87433
H -0.54268 0.84617 0.96239
H 4.87926 1.12844 -3.11838
H 3.22336 0.80146 -2.67448
H -2.89772 3.84090 -3.12028
H -4.27635 6.60923 2.56620
H 0.73446 -4.81740 3.11134
H -0.22292 6.92427 3.50595
H 6.33480 -1.68060 2.58383
H -3.50142 8.87984 3.65841
*
```